Record 1
Below is a single C21H30N6O4 molecule, with properties calculated with ωB97M-V/def2-TZVPD.

energy relative to the best compared isomer or geometry (same formula, charge and spin) = 0.0 kcal/mol
largest force on an atom = 0.54 eV Å⁻¹
E_HOMO = -7.939 eV

CARTESIAN COORDINATES (ANGSTROEM)
C1 7.08931 0.28719 0.69862
O1 5.73843 0.62270 0.88457
C2 4.79103 -0.28858 0.52084
C3 5.04548 -1.52927 -0.03626
C4 4.00313 -2.37833 -0.38606
C5 2.69099 -2.01101 -0.16279
C6 1.54107 -2.86744 -0.60473
C7 1.05288 -2.42870 -2.00121
N1 0.70201 -1.03349 -2.05874
C8 -0.41999 -0.55217 -1.48081
N2 -1.35530 -1.42042 -1.10592
C9 -2.46097 -0.86892 -0.59889
N3 -3.45886 -1.70326 -0.24159
C10 -4.61540 -1.24422 0.48853
C11 -4.52374 -1.73587 1.93842
O2 -4.37273 -3.13736 1.99354
C12 -3.21556 -3.55738 1.30387
C13 -3.26174 -3.13124 -0.16839
N4 -2.66821 0.44127 -0.45803
C14 -1.66439 1.21825 -0.87362
N5 -1.83459 2.55025 -0.77971
C15 -3.03757 3.15050 -0.25962
C16 -2.65922 4.13136 0.85527
O3 -1.73118 5.08947 0.39788
C17 -0.54927 4.47330 -0.06399
C18 -0.84117 3.50135 -1.21256
N6 -0.50500 0.77556 -1.36750
C19 2.42978 -0.76956 0.41524
C20 3.45161 0.10056 0.74459
O4 3.27239 1.34264 1.27561
C21 1.95471 1.79330 1.46681
H1 7.32309 0.11909 -0.35845
H2 7.65681 1.14367 1.05938
H3 7.36913 -0.60042 1.27645
H4 6.05954 -1.84979 -0.21427
H5 4.22885 -3.33516 -0.83282
H6 1.83541 -3.91636 -0.65170
H7 0.70585 -2.76671 0.08979
H8 1.83584 -2.60679 -2.74157
H9 0.16238 -3.00220 -2.26628
H10 1.45060 -0.36399 -2.14689
H11 -4.64290 -0.15670 0.44519
H12 -5.51299 -1.66226 0.01902
H13 -5.43853 -1.50714 2.48744
H14 -3.66913 -1.24760 2.43243
H15 -3.18510 -4.64415 1.39581
H16 -2.32050 -3.12548 1.77833
H17 -2.33030 -3.37638 -0.67645
H18 -4.10435 -3.62603 -0.66413
H19 -3.68484 2.35853 0.11360
H20 -3.54691 3.69793 -1.06339
H21 -3.53301 4.69085 1.19287
H22 -2.23195 3.57331 1.70298
H23 0.10494 5.28054 -0.39657
H24 -0.06810 3.92901 0.76299
H25 0.05354 2.95596 -1.50954
H26 -1.23090 4.06535 -2.07007
H27 1.40352 -0.49322 0.59697
H28 2.04725 2.81988 1.81920
H29 1.37942 1.77496 0.53417
H30 1.43216 1.19786 2.22416


Record 2
Below is 7 unconnected molecules or ions with the total composition C21H30O21 in a non-equilibrium geometry, with properties calculated with ωB97M-V/def2-TZVPD.

energy relative to the best compared isomer or geometry (same formula, charge and spin) = 0.0 kcal/mol
largest force on an atom = 1.43 eV Å⁻¹
E_HOMO = -10.136 eV

CARTESIAN COORDINATES (ANGSTROEM)
C1 -2.50373 5.55060 -4.35651
O1 -3.29492 4.45075 -3.93196
C2 -2.68070 3.49122 -3.24937
O2 -1.51590 3.46523 -2.94205
O3 -3.58725 2.58098 -2.88640
C3 -3.03356 1.34474 -2.42770
H1 -1.48028 5.24572 -4.58911
H2 -2.44469 6.29038 -3.56087
H3 -2.93254 5.91203 -5.28549
H4 -3.84996 0.62699 -2.42982
H5 -2.67142 1.43242 -1.40253
H6 -2.20896 1.03114 -3.06292
O4 0.41505 1.16614 -2.17459
C4 0.81782 0.13711 -2.59971
O5 0.60556 -0.30536 -3.86710
C5 1.18323 -1.59161 -4.01147
C6 1.43301 -2.06213 -2.57118
O6 1.42128 -0.81415 -1.85651
H7 0.54988 -2.27361 -4.57418
H8 2.13515 -1.55260 -4.54868
H9 2.43466 -2.46621 -2.46936
H10 0.61718 -2.66998 -2.18668
O7 3.07236 2.68079 -1.72772
C7 3.80411 2.00602 -1.09185
O8 3.79972 0.65590 -1.07742
C8 4.65912 0.14436 -0.07396
C9 5.34171 1.41443 0.49477
O9 4.80123 2.47424 -0.29454
H11 4.08018 -0.34449 0.70799
H12 5.37065 -0.53422 -0.53637
H13 6.42705 1.36754 0.46585
H14 5.02556 1.62803 1.51693
O10 -3.55461 -1.38052 -4.94499
C10 -3.30415 -2.19938 -4.12558
O11 -2.05214 -2.52555 -3.71425
C11 -2.14605 -3.47598 -2.64661
C12 -3.55182 -4.03184 -2.80195
O12 -4.22313 -2.96162 -3.48273
H15 -1.40703 -4.26118 -2.81586
H16 -1.91581 -2.96453 -1.71519
H17 -4.05708 -4.18092 -1.85103
H18 -3.58741 -4.94961 -3.38699
O13 0.00271 0.73764 4.48162
C13 -0.47805 1.59993 5.13876
O14 0.20148 2.70210 5.53418
C14 -0.65313 3.53202 6.30594
C15 -2.05507 2.95983 5.96455
O15 -1.72900 1.60849 5.64883
H19 -0.50994 3.42253 7.38090
H20 -0.55682 4.57313 6.01586
H21 -2.50084 3.46963 5.11208
H22 -2.68988 2.99988 6.84285
O16 -0.91417 -1.98959 0.16017
C16 -0.46820 -0.96985 0.59020
O17 0.68263 -0.89878 1.28159
C17 1.10323 0.46454 1.36107
C18 -0.19521 1.23474 1.04516
O18 -1.02450 0.23566 0.44917
H23 1.50455 0.66839 2.34830
H24 1.81706 0.70156 0.57019
H25 -0.02175 2.01584 0.30898
H26 -0.66265 1.64449 1.93865
O19 1.25568 -6.11842 4.98042
C19 1.29826 -5.09014 4.38808
O20 0.31339 -4.16178 4.39144
C20 0.65324 -3.06771 3.54469
C21 1.98890 -3.49385 2.91040
O21 2.34344 -4.68384 3.63050
H27 -0.06096 -2.89454 2.74683
H28 0.79549 -2.19289 4.17696
H29 2.74222 -2.71449 2.94680
H30 1.82653 -3.84581 1.89053


Record 3
Below is a single C21H30O7 molecule, with properties calculated with ωB97M-V/def2-TZVPD.

energy relative to the best compared isomer or geometry (same formula, charge and spin) = 52.3 kcal/mol
largest force on an atom = 0.76 eV Å⁻¹
E_HOMO = -7.820 eV

CARTESIAN COORDINATES (ANGSTROEM)
C1 4.13555 -2.34622 -3.73419
C2 3.74584 -2.42965 -2.47688
C3 2.35026 -2.15716 -2.00194
C4 2.36236 -0.99803 -1.04165
C5 2.10095 0.28409 -1.48617
C6 2.13735 1.37663 -0.62173
O1 1.87573 2.59421 -1.18375
C7 1.99221 3.74144 -0.36986
C8 2.43770 1.16324 0.71625
C9 2.70823 -0.11744 1.16721
C10 2.67739 -1.20420 0.30718
O2 3.00630 -2.48847 0.69737
C11 2.42493 -2.97755 1.88190
C12 0.92980 -3.25714 1.69147
O3 0.31612 -2.03245 1.38685
C13 -1.01010 -2.10995 0.92105
C14 -1.30900 -0.80163 0.19418
C15 -1.20861 0.38979 1.15662
C16 -1.08957 1.72944 0.45005
O4 -0.72603 2.73539 1.00589
O5 -1.44844 1.66047 -0.82119
C17 -1.39306 2.86256 -1.59737
C18 -2.42661 2.76957 -2.70477
C19 -2.44651 0.41671 2.04468
O6 -2.54928 -0.15162 3.09686
O7 -3.41779 1.12775 1.47238
C20 -4.66849 1.19994 2.16261
C21 -5.52681 -0.02481 1.88168
H1 5.15181 -2.54207 -4.03172
H2 3.45177 -2.08280 -4.52532
H3 4.44392 -2.68980 -1.69324
H4 1.70020 -1.93774 -2.85029
H5 1.98059 -3.04308 -1.47951
H6 1.86477 0.46002 -2.52475
H7 2.99472 3.82173 0.06093
H8 1.24374 3.74052 0.42746
H9 1.81647 4.58883 -1.03141
H10 2.46231 1.97980 1.41930
H11 2.95170 -0.25548 2.20949
H12 2.94936 -3.90937 2.10659
H13 2.55220 -2.28068 2.71606
H14 0.78921 -3.97097 0.86484
H15 0.51048 -3.69834 2.60887
H16 -1.70070 -2.26343 1.76328
H17 -1.11991 -2.95357 0.22286
H18 -2.29845 -0.83984 -0.26213
H19 -0.56313 -0.67070 -0.59095
H20 -0.33037 0.25302 1.79350
H21 -1.58461 3.71628 -0.93894
H22 -0.38111 2.95091 -2.00610
H23 -2.22721 1.90281 -3.32882
H24 -3.42357 2.67276 -2.28271
H25 -2.38579 3.66542 -3.31754
H26 -5.14370 2.10996 1.79154
H27 -4.47466 1.29038 3.23600
H28 -6.49253 0.08873 2.36555
H29 -5.67717 -0.14234 0.81106
H30 -5.04076 -0.91587 2.27134


Record 4
Below is a molecular structure, C21H31AsF6N3O2SZr in a non-equilibrium geometry, with properties calculated with ωB97M-V/def2-TZVPD.

largest force on an atom = 3.17 eV Å⁻¹
charge = +4
multiplicity = 2
E_HOMO (spin up / spin down) = -20.119 / -20.119 eV

CARTESIAN COORDINATES (ANGSTROEM)
Zr1 0.29575 -0.01051 0.20378
O1 -0.39459 0.99344 -1.58465
C1 0.63453 1.19789 -2.61364
C2 1.53943 2.37930 -2.29333
C3 2.20500 2.22057 -0.91040
C4 1.34058 2.85792 0.15377
C5 1.44236 4.21938 0.42602
C6 0.55390 4.80848 1.31456
C7 -0.41206 4.01060 1.92095
C8 -0.46648 2.66936 1.59997
N1 0.38707 2.08995 0.72545
H1 -1.08320 1.66531 -1.75686
H2 0.15729 1.35181 -3.58654
H3 1.22345 0.26740 -2.64094
H4 0.98668 3.32136 -2.33897
H5 2.30327 2.43249 -3.07139
H6 3.16939 2.73325 -0.92514
H7 2.40352 1.14409 -0.73273
H8 2.20995 4.80741 -0.05618
H9 0.59098 5.86806 1.51908
H10 -1.10808 4.42826 2.63097
H11 -1.22572 2.03011 2.04653
C9 -1.54617 -6.04350 -5.43243
C10 -0.94055 -5.18104 -4.41551
C11 0.11702 -5.63588 -3.60907
C12 0.70175 -4.86679 -2.59251
C13 1.74619 -5.54109 -1.80216
C14 0.26684 -3.50197 -2.41464
C15 0.89998 -2.67765 -1.45791
O2 0.65436 -1.45106 -1.18382
C16 -0.80074 -3.02782 -3.26194
C17 -1.28632 -1.62652 -3.18003
C18 -1.37675 -3.86019 -4.20814
H12 -1.28980 -7.09333 -5.30369
H13 -1.20404 -5.75583 -6.43767
H14 -2.62953 -5.91423 -5.48652
H15 0.49912 -6.63601 -3.77133
H16 1.46199 -6.57252 -1.57682
H17 2.03966 -5.06002 -0.87738
H18 2.64009 -5.66764 -2.42713
H19 1.72531 -3.13341 -0.89435
H20 -1.35024 -1.25969 -2.14990
H21 -2.25816 -1.52731 -3.65448
H22 -0.58911 -0.98955 -3.73004
H23 -2.17296 -3.47295 -4.82869
C19 -5.81211 -1.31034 2.07141
N2 -4.61860 -0.95916 1.34872
C20 -3.33196 -1.18094 1.57343
S1 -2.30081 -0.51968 0.30103
N3 -2.77771 -1.82252 2.58677
C21 -3.39997 -2.49157 3.72203
H24 -6.61367 -1.50738 1.35481
H25 -6.15113 -0.46965 2.68971
H26 -5.67394 -2.17804 2.70818
H27 -4.80228 -0.42608 0.50002
H28 -1.77014 -1.94501 2.54896
H29 -3.92498 -3.39436 3.40490
H30 -4.08428 -1.83521 4.25748
H31 -2.61039 -2.79366 4.40657
F1 0.00262 -0.03980 2.29487
As1 1.58854 -1.23312 2.66439
F2 2.15611 -0.38278 0.93713
F3 0.45772 -2.10224 1.32462
F4 2.82548 -2.33355 2.43913
F5 0.69728 -1.96086 3.89365
F6 2.24490 0.12084 3.40065